C37H50B2BrF4MnN9O3 | ωB97M-V/def2-TZVPD

Geometry as XYZ:
```
107
Properties=species:S:1:pos:R:3:forces:R:3:lowdin_spin:R:1
Mn -0.448931 -1.159295 -0.194743 0.48 -0.21 0.64 3.91
C 3.423043 -3.258973 -0.111580 -0.01 0.00 -0.03 0.00
C 3.406233 -1.799417 -0.599239 0.02 -0.05 0.02 0.00
C 3.019020 -1.651050 -2.068010 0.03 0.00 0.02 0.00
C 2.687993 -0.829728 0.306040 -0.04 0.03 -0.01 0.00
C 3.334756 -0.178695 1.352998 0.03 0.08 -0.02 0.00
C 2.453677 0.782554 1.814447 0.04 -0.02 0.00 0.01
C 2.641007 1.721538 2.969168 -0.04 -0.03 0.01 0.00
C 2.381810 0.967516 4.278486 0.02 0.03 0.01 0.00
C 4.037462 2.340345 2.956014 0.02 -0.02 0.00 0.00
N 1.342690 0.702360 1.070429 0.02 -0.07 -0.01 0.00
N 1.458132 -0.313930 0.159345 -0.16 0.02 0.11 -0.02
B 0.257617 1.785952 0.868378 -0.01 0.02 0.02 0.00
N 0.411003 2.331473 -0.581072 -0.08 0.10 0.03 0.00
N 0.308314 1.455768 -1.618489 -0.04 0.02 -0.04 0.01
C 0.569181 2.125417 -2.722563 0.03 0.03 -0.03 0.00
C 0.864080 3.466797 -2.417570 -0.02 0.00 0.01 0.00
C 0.749155 3.563635 -1.047398 0.13 0.01 -0.07 0.00
C 0.911680 4.860166 -0.295604 -0.02 -0.02 0.03 0.00
C -0.445799 5.546275 -0.116129 0.00 0.02 0.02 0.00
C 1.709738 4.817360 1.009756 0.02 0.02 -0.01 0.00
C 0.562226 1.475175 -4.078062 -0.03 -0.01 0.00 0.00
C 1.962582 1.516480 -4.694964 0.01 -0.01 0.00 0.00
C 0.036245 0.047429 -4.030034 0.02 0.00 0.01 0.00
N -1.162168 1.194335 1.063875 0.03 -0.09 0.03 0.01
N -1.657975 0.463861 0.026853 -0.07 0.07 -0.38 -0.01
C -2.991933 0.574487 0.049813 0.00 -0.03 0.02 0.01
C -3.358148 1.294234 1.186097 -0.01 0.01 -0.01 0.00
C -2.173934 1.656227 1.813918 -0.02 0.00 0.00 0.01
C -1.970331 2.320442 3.147350 0.03 0.00 0.00 0.00
C -3.016656 1.799296 4.133145 -0.02 -0.01 0.00 0.00
C -2.008412 3.846092 3.081897 -0.02 -0.01 -0.02 0.00
C -3.901930 0.291475 -1.119655 -0.04 0.00 0.01 0.00
C -3.822345 1.546386 -2.009514 -0.01 0.01 0.00 0.00
C -3.658370 -0.941515 -1.983093 0.08 0.01 0.04 0.00
H 4.401189 -3.704654 -0.305081 -0.01 0.00 -0.02 0.00
H 2.679851 -3.864832 -0.621951 -0.05 -0.01 0.01 0.00
H 3.219917 -3.323047 0.957230 0.02 0.00 0.00 0.00
H 4.441544 -1.450894 -0.530073 0.00 0.00 0.03 0.00
H 1.989197 -1.939376 -2.260651 -0.05 -0.04 0.03 0.00
H 3.664825 -2.277854 -2.687496 -0.01 0.00 0.00 0.00
H 3.129614 -0.614198 -2.392322 0.00 -0.02 0.02 0.00
H 4.338676 -0.365128 1.696550 0.00 -0.01 0.00 0.00
H 1.904669 2.519821 2.887095 0.02 0.00 -0.01 0.00
H 3.095659 0.148801 4.392919 -0.01 0.00 0.00 0.00
H 1.380650 0.537949 4.299499 -0.03 -0.02 0.00 0.00
H 2.495644 1.643237 5.130048 -0.01 -0.01 0.00 0.00
H 4.800626 1.573295 3.106561 0.00 0.01 -0.01 0.00
H 4.135163 3.067737 3.764095 0.00 0.00 0.00 0.00
H 4.247841 2.843346 2.010376 -0.01 -0.01 0.02 0.00
H 0.399001 2.660583 1.657776 -0.04 -0.07 0.00 0.00
H 1.123526 4.265325 -3.095394 -0.01 0.00 0.01 0.00
H 1.491565 5.479940 -0.986021 -0.01 0.00 0.00 0.00
H -1.131377 4.911955 0.444274 -0.01 -0.04 0.05 0.00
H -0.903113 5.744925 -1.086162 0.00 0.01 0.00 0.00
H -0.337394 6.493062 0.419508 0.00 0.00 0.00 0.00
H 1.104698 4.496300 1.855852 0.00 0.02 -0.02 0.00
H 2.086236 5.817490 1.236430 0.00 0.00 0.00 0.00
H 2.563284 4.141263 0.931501 -0.02 0.02 0.00 0.00
H -0.102980 2.067979 -4.717453 0.01 0.01 -0.01 0.00
H 2.653978 0.925708 -4.088959 -0.01 0.02 -0.02 0.00
H 2.349304 2.535414 -4.745918 0.00 0.00 0.00 0.00
H 1.953987 1.100075 -5.704986 0.00 0.00 0.00 0.00
H 0.676133 -0.584036 -3.412909 -0.05 0.05 -0.05 0.00
H -0.000351 -0.378756 -5.035197 0.01 0.00 0.00 0.00
H -0.965089 0.002942 -3.601295 0.01 0.01 0.00 0.00
H -4.363526 1.499802 1.512990 0.00 0.01 -0.01 0.00
H -0.990185 2.001759 3.506910 0.01 0.01 -0.01 0.00
H -4.020725 2.112784 3.835569 0.00 0.00 0.00 0.00
H -2.821736 2.206230 5.127175 0.00 -0.01 0.00 0.00
H -2.985916 0.712700 4.190595 0.01 0.02 0.00 0.00
H -2.953052 4.194386 2.656245 0.01 0.00 -0.01 0.00
H -1.193723 4.241189 2.478615 0.02 0.02 -0.04 0.00
H -1.915715 4.263463 4.087029 -0.01 0.00 0.00 0.00
H -4.912918 0.225696 -0.708284 0.01 -0.01 0.01 0.00
H -2.811749 1.648461 -2.414405 -0.01 0.00 0.00 0.00
H -4.048748 2.450603 -1.443060 0.00 0.00 0.00 0.00
H -4.525432 1.468415 -2.841629 0.00 0.00 0.00 0.00
H -2.628225 -0.996459 -2.340597 0.01 -0.01 0.02 0.00
H -4.308134 -0.878789 -2.859207 0.02 -0.01 0.00 0.00
H -3.884819 -1.865428 -1.460716 0.00 -0.01 0.02 0.00
Br 0.322823 -6.956547 -5.145287 0.00 0.00 0.00 0.00
C 0.362710 -6.419295 -3.323591 0.00 0.00 -0.01 0.00
C 0.525054 -7.381022 -2.339167 0.00 0.00 0.01 0.00
C 0.553474 -6.989670 -1.007684 -0.01 -0.01 -0.01 0.00
C 0.431819 -5.651662 -0.668897 0.01 0.01 0.01 0.00
C 0.267956 -4.705350 -1.672380 0.00 -0.02 -0.01 0.00
C 0.223081 -5.081302 -3.009200 0.02 0.00 0.00 0.00
C 0.100578 -3.272794 -1.318390 0.00 0.00 -0.10 0.01
O 0.464385 -2.883368 -0.155889 -0.05 0.07 -0.04 -0.03
O -0.391346 -2.447083 -2.109879 -0.14 0.02 -0.21 0.05
H 0.620393 -8.423005 -2.611984 0.00 0.00 0.00 0.00
H 0.662398 -7.737084 -0.233178 0.00 0.00 0.00 0.00
H 0.440904 -5.326353 0.362772 0.00 0.00 0.00 0.00
H 0.077273 -4.328996 -3.771885 0.00 0.00 0.00 0.00
O -2.107907 -2.073029 0.160062 -0.02 -0.03 -0.03 -0.04
N -2.142428 -3.361554 0.320182 -0.02 0.08 0.00 -0.01
C -3.265420 -3.791943 0.793375 -0.05 -0.06 -0.03 0.01
C -3.402507 -5.204867 0.994282 -0.01 0.01 0.01 0.00
N -3.535713 -6.335393 1.150944 0.00 0.00 -0.01 0.01
C -4.375572 -2.921054 1.077359 0.03 -0.04 0.03 0.00
N -5.284464 -2.241108 1.254239 -0.01 0.02 0.01 0.01
F -0.255738 -1.444364 2.015537 0.11 0.11 -0.04 0.04
B -0.603479 -1.733526 3.395956 -0.09 0.00 0.04 0.00
F -1.717934 -2.567170 3.387621 0.01 0.02 0.00 0.00
F -0.897193 -0.505495 4.013022 0.05 -0.03 -0.03 0.00
F 0.494288 -2.336646 3.996701 -0.02 0.03 -0.02 0.00
```
Positions in Å, forces in eV/Å.

Summary:
Energy relative to the best compared isomer or geometry (same formula, charge and spin) (eV): 1.621
E_HOMO (alpha / beta) (eV): -6.4 / -6.4
Kohn-Sham gap (alpha / beta) (eV): 7.167 / 8.358
Total charge: -1
2S+1: 5
⟨S²⟩: 6.071